1.
Density functional theory data (wB97M-V/def2-TZVPD) for the molecule CH2FNOS in a non-equilibrium geometry.

```
! RIJCOSX wB97M-V def2-TZVPD def2/J DEFGRID3
* xyz 0 1
O -0.076 1.666 1.211
C -0.279 1.442 0.064
F -0.649 2.493 -0.734
N -0.291 0.222 -0.533
S 0.372 -1.159 0.337
H -0.713 -0.057 -1.336
H 1.157 -0.479 1.005
*
```

Calculated values
* HOMO-LUMO gap: 9.8 eV
* energy relative to the best compared isomer or geometry (same formula, charge and spin): 33.3 kJ/mol
* structure (SMILES): O=C(F)NS

***

2.
Density functional theory data (wB97M-V/def2-TZVPD) for a structure of composition C17H40HgN2O7S in a non-equilibrium geometry.

```
! RIJCOSX wB97M-V def2-TZVPD def2/J DEFGRID3
* xyz 0 1
Hg 0.911 0.905 0.655
C 0.517 5.171 0.681
C 0.922 3.714 0.785
O 1.213 3.107 -0.296
O 0.816 3.123 1.883
H -0.545 5.197 0.430
H 1.026 5.648 -0.154
H 0.704 5.663 1.631
C 0.580 -1.301 4.583
C 1.281 -1.111 3.237
C 1.779 -2.441 2.667
O 0.495 -0.426 2.334
H -0.351 -1.870 4.463
H 0.239 -0.352 5.000
H 1.266 -1.821 5.254
H 2.169 -0.483 3.472
H 2.163 -3.116 3.439
H 2.596 -2.242 1.970
H 0.997 -2.974 2.125
C 4.180 -0.973 -0.360
C 4.304 0.539 -0.352
C 3.611 1.134 -1.567
O 2.215 0.825 -1.610
C 1.644 1.504 -2.704
N 3.613 1.067 0.855
H 4.879 -1.488 0.308
H 4.441 -1.424 -1.325
H 3.169 -1.299 -0.129
H 5.332 0.900 -0.276
H 4.102 0.822 -2.493
H 3.686 2.231 -1.491
H 1.921 1.031 -3.654
H 1.878 2.568 -2.720
H 0.564 1.379 -2.591
H 4.097 0.867 1.725
H 3.649 2.084 0.777
C -3.700 -0.056 0.841
C -2.604 0.616 0.040
C -3.121 1.630 -0.959
O -3.764 0.898 -1.985
C -4.355 1.734 -2.953
N -1.526 1.189 0.861
H -4.465 -0.512 0.206
H -4.235 0.667 1.466
H -3.316 -0.860 1.474
H -2.097 -0.128 -0.589
H -2.271 2.146 -1.423
H -3.745 2.360 -0.421
H -5.338 2.053 -2.589
H -4.542 1.142 -3.850
H -3.714 2.572 -3.235
H -1.411 0.616 1.706
H -1.844 2.073 1.261
C -2.490 -3.293 -0.608
C -2.110 -3.462 -2.067
C -0.893 -2.597 -2.368
S 0.032 -2.473 -0.836
O 0.415 -1.116 -0.547
O 1.052 -3.481 -0.864
C -1.270 -2.960 0.256
H -2.929 -4.173 -0.130
H -3.288 -2.559 -0.478
H -2.926 -3.111 -2.693
H -1.889 -4.513 -2.250
H -1.226 -1.576 -2.565
H -0.160 -2.916 -3.100
H -1.473 -2.249 1.056
H -0.863 -3.820 0.791
*
```

Calculated values
* HOMO-LUMO gap: 8.3 eV
* energy relative to the best compared isomer or geometry (same formula, charge and spin): 30.0 kJ/mol

***

3.
Density functional theory data (wB97M-V/def2-TZVPD) for the molecule CH3FO2 in a non-equilibrium geometry.

```
! RIJCOSX wB97M-V def2-TZVPD def2/J DEFGRID3
* xyz 0 3
C 0.433 0.443 -0.183
O -1.423 -0.774 0.270
O -0.662 -0.038 -0.735
F 1.463 -0.507 -0.021
H 0.814 1.239 -0.779
H 0.268 1.135 0.816
H -0.893 -1.498 0.632
*
```

Calculated values
* HOMO-LUMO gap (alpha / beta): 7.6 / 8.5 eV
* energy relative to the best compared isomer or geometry (same formula, charge and spin): 267.3 kJ/mol

***

Number 1: electronic energy -667.3376 Ha. Number 2: electronic energy -1859.4699 Ha. Number 3: electronic energy -289.9461 Ha.